Entry from the OMol25 dataset: a 2-piece molecular cluster, C10H21NO3 overall at a distorted geometry (ωB97M-V with the def2-TZVPD basis set).

Element x y z (Å)
C: 2.94759 1.82800 -3.36893
C: 2.24987 1.65809 -2.04503
C: 1.53157 0.26492 -1.92158
C: 0.36741 -0.11714 -2.89913
C: -0.61745 0.99051 -3.08284
C: 1.11312 -0.11371 -0.53659
O: 1.95362 -0.78766 0.13029
O: -0.08964 0.21840 -0.19815
H: 3.90877 1.23431 -3.41813
H: 3.24610 2.86340 -3.52278
H: 2.20778 1.60262 -4.18848
H: 1.45620 2.39334 -1.90247
H: 2.77536 1.80323 -1.08120
H: 2.46128 -0.33895 -2.19692
H: 0.80792 -0.49564 -3.92671
H: -0.11775 -1.06291 -2.65849
H: -0.32752 1.68126 -2.20603
H: -0.24729 1.52450 -3.98697
H: -1.67475 0.72285 -3.21324
H: -0.28223 0.04405 0.72781
C: -2.88555 0.26439 3.19777
C: -1.63131 -0.21705 4.06246
C: -1.51502 -1.77950 4.03806
C: -1.02060 -2.34175 2.72442
N: -0.54586 -1.56771 1.84496
O: -0.30092 -2.28204 0.64945
H: -3.77069 0.65610 3.76459
H: -3.07954 -0.53649 2.44881
H: -2.55608 1.03513 2.60429
H: -0.89219 0.27127 3.47351
H: -1.60416 0.25710 5.06541
H: -0.84295 -2.16302 4.77284
H: -2.48842 -2.11077 4.05437
H: -1.09294 -3.41108 2.44296
H: 0.55627 -1.98805 0.35166

Gap between HOMO and LUMO = 10.77 eV
F_max = 4.6 eV/A
Structure (SMILES) = CCC(CC)C(=O)O.CCC/C=N/O
Multiplicity = 1
E_HOMO = -9.83 eV
LUMO = 0.0345 Eh

Mulliken atomic charge list, values in e, 5 entries: number 1, C, carries -1.18; number 2, C, carries -0.58; number 3, C, carries 0.42; number 4, C, carries -0.68; number 5, C, carries -0.91

---

Entry from the OMol25 dataset: one molecule with the formula C10H21O8PS (ωB97M-V with the def2-TZVPD basis set).

Element x y z (Å)
C: 4.89292 0.02383 0.13342
C: 4.35373 0.81236 -1.06148
O: 2.94523 0.94607 -1.05986
C: 2.46530 1.67834 0.04412
C: 1.02874 2.08190 -0.22363
O: 0.32395 0.96085 -0.72416
C: -1.02235 1.19830 -1.05753
C: -2.02059 0.64017 -0.01243
C: -3.39697 0.46452 -0.68802
C: -4.58823 0.74338 0.22430
O: -4.80842 -0.27369 1.21263
S: -3.60722 -0.52526 2.28621
O: -4.17229 -1.52446 3.17389
O: -2.61840 -1.36752 1.29799
C: -1.52196 -0.65679 0.66530
C: -0.88765 -1.70935 -0.27728
P: 0.65702 -2.37399 0.40866
O: 1.34187 -1.60738 1.47083
O: 1.60106 -2.71647 -0.84490
O: 0.13440 -3.81564 0.91727
H: 5.86983 -0.40752 -0.10582
H: 4.99632 0.64262 1.03000
H: 4.19801 -0.79044 0.36068
H: 4.58888 0.29220 -1.99534
H: 4.81399 1.81205 -1.11068
H: 3.06929 2.59308 0.15993
H: 2.51497 1.08495 0.96392
H: 0.56824 2.40598 0.72213
H: 0.98861 2.91445 -0.94363
H: -1.21860 2.27447 -1.18179
H: -1.20686 0.73467 -2.03711
H: -2.12849 1.38995 0.78867
H: -3.49363 -0.56104 -1.06815
H: -3.47216 1.14764 -1.54394
H: -5.51394 0.75590 -0.35918
H: -4.49069 1.72258 0.71528
H: -0.79380 -0.40560 1.44446
H: -0.72208 -1.32104 -1.28183
H: -1.56732 -2.56631 -0.36570
H: 1.19383 -2.54924 -1.69113
H: 0.70550 -4.14850 1.61388

Gap between HOMO and LUMO = 10.22 eV
F_max = 1.0 eV/A
Multiplicity = 1
E_HOMO = -9.74 eV
LUMO = 0.0174 Eh

Mulliken atomic charge list, values in e, 5 entries: number 1, C, carries -1.02; number 2, C, carries -0.31; number 3, O, carries -0.35; number 4, C, carries -0.52; number 5, C, carries -0.58

---

> Number 2 is which compound?

C10H21O8PS

---

Please write out number 2 again, unchanged.
Entry from the OMol25 dataset: one molecule with the formula C10H21O8PS (ωB97M-V with the def2-TZVPD basis set).

Element x y z (Å)
C: 4.89292 0.02383 0.13342
C: 4.35373 0.81236 -1.06148
O: 2.94523 0.94607 -1.05986
C: 2.46530 1.67834 0.04412
C: 1.02874 2.08190 -0.22363
O: 0.32395 0.96085 -0.72416
C: -1.02235 1.19830 -1.05753
C: -2.02059 0.64017 -0.01243
C: -3.39697 0.46452 -0.68802
C: -4.58823 0.74338 0.22430
O: -4.80842 -0.27369 1.21263
S: -3.60722 -0.52526 2.28621
O: -4.17229 -1.52446 3.17389
O: -2.61840 -1.36752 1.29799
C: -1.52196 -0.65679 0.66530
C: -0.88765 -1.70935 -0.27728
P: 0.65702 -2.37399 0.40866
O: 1.34187 -1.60738 1.47083
O: 1.60106 -2.71647 -0.84490
O: 0.13440 -3.81564 0.91727
H: 5.86983 -0.40752 -0.10582
H: 4.99632 0.64262 1.03000
H: 4.19801 -0.79044 0.36068
H: 4.58888 0.29220 -1.99534
H: 4.81399 1.81205 -1.11068
H: 3.06929 2.59308 0.15993
H: 2.51497 1.08495 0.96392
H: 0.56824 2.40598 0.72213
H: 0.98861 2.91445 -0.94363
H: -1.21860 2.27447 -1.18179
H: -1.20686 0.73467 -2.03711
H: -2.12849 1.38995 0.78867
H: -3.49363 -0.56104 -1.06815
H: -3.47216 1.14764 -1.54394
H: -5.51394 0.75590 -0.35918
H: -4.49069 1.72258 0.71528
H: -0.79380 -0.40560 1.44446
H: -0.72208 -1.32104 -1.28183
H: -1.56732 -2.56631 -0.36570
H: 1.19383 -2.54924 -1.69113
H: 0.70550 -4.14850 1.61388

Gap between HOMO and LUMO = 10.22 eV
F_max = 1.0 eV/A
Multiplicity = 1
E_HOMO = -9.74 eV
LUMO = 0.0174 Eh

Mulliken atomic charge list, values in e, 5 entries: number 1, C, carries -1.02; number 2, C, carries -0.31; number 3, O, carries -0.35; number 4, C, carries -0.52; number 5, C, carries -0.58

---

> Which value of E_HOMO does entry 1 give?

-9.83 eV

---

> gap between HOMO and LUMO of number 1 (C10H21NO3)?

10.77 eV